# 1
{"formula": "C14H34ClN4O5S", "method": "ωB97M-V with the def2-TZVPD basis set", "elements": ["Cl", "C", "C", "O", "N", "C", "H", "H", "H", "H", "H", "H", "H", "C", "C", "O", "N", "C", "H", "H", "H", "H", "H", "H", "H", "C", "C", "O", "N", "C", "H", "H", "H", "H", "H", "H", "H", "C", "C", "O", "N", "C", "H", "H", "H", "H", "H", "H", "H", "C", "S", "O", "C", "H", "H", "H", "H", "H", "H"], "coordinates": [[-18.5404, -1.1739, -10.1149], [-19.1160, -3.7733, -11.6990], [-17.7683, -3.3537, -12.2687], [-17.2480, -4.0731, -13.0900], [-17.1920, -2.2588, -11.8037], [-15.8420, -1.8956, -12.1913], [-18.9598, -4.1821, -10.7008], [-19.5857, -4.5092, -12.3517], [-19.6110, -2.8270, -11.4806], [-17.7054, -1.6274, -11.2055], [-15.1555, -1.6417, -11.3836], [-15.9326, -0.9801, -12.7758], [-15.2559, -2.5954, -12.7870], [-20.3178, 1.7655, -10.0059], [-20.4592, 1.1626, -8.6124], [-21.0658, 1.8170, -7.7618], [-19.9397, -0.0867, -8.4431], [-19.9705, -0.7062, -7.1501], [-19.8130, 1.0530, -10.6583], [-19.9167, 2.7779, -10.0520], [-21.3138, 1.8019, -10.4473], [-19.5427, -0.4281, -9.3068], [-20.9482, -0.7902, -6.6754], [-19.3917, -0.0321, -6.5187], [-19.4387, -1.6568, -7.1893], [-17.9561, 1.1750, -7.9182], [-16.6417, 0.7634, -8.5227], [-15.6125, 1.0985, -8.0001], [-16.6049, 0.0444, -9.6666], [-15.4335, -0.5830, -10.2189], [-18.1011, 2.2549, -7.8863], [-18.0949, 0.7568, -6.9213], [-18.7878, 0.7889, -8.5076], [-17.4763, -0.1102, -10.1534], [-15.5764, -1.6309, -10.4828], [-14.5442, -0.5126, -9.5926], [-15.1028, -0.0190, -11.0910], [-17.8829, 0.5831, -12.4393], [-19.0909, -0.2148, -12.9146], [-19.5823, 0.0067, -14.0648], [-19.6764, -1.0685, -12.0343], [-20.9623, -1.6299, -12.2132], [-17.2756, 1.0213, -13.2313], [-17.1548, -0.0598, -11.9448], [-18.1001, 1.3836, -11.7321], [-19.1298, -1.2743, -11.2103], [-21.0474, -2.1621, -13.1606], [-21.6953, -0.8483, -12.4131], [-21.1960, -2.3328, -11.4136], [-15.9759, -4.7239, -8.0029], [-15.8918, -3.9171, -9.6831], [-16.3045, -5.0478, -10.6393], [-17.3884, -2.8755, -9.3813], [-15.2771, -4.1575, -7.3874], [-15.6318, -5.7553, -7.9257], [-16.9699, -4.7025, -7.5560], [-18.2471, -3.4986, -9.1312], [-17.6353, -2.3196, -10.2858], [-17.1297, -2.2697, -8.5128]], "lowdin_charge": [1.001, 0.013, -0.566, 0.041, -0.083, -0.117, 0.070, 0.108, 0.007, -0.139, -0.004, 0.090, 0.111, 0.023, -0.567, 0.038, -0.162, -0.054, 0.035, 0.097, 0.092, -0.117, 0.091, 0.064, 0.089, -0.002, -0.533, 0.031, -0.056, -0.122, 0.109, 0.080, -0.030, -0.095, -0.014, 0.116, 0.106, -0.004, -0.460, -0.021, -0.148, -0.101, 0.097, 0.015, 0.081, -0.300, 0.093, 0.089, 0.090, -0.252, 0.928, -0.540, -0.410, 0.031, 0.043, 0.039, 0.066, -0.158, 0.068], "relative_energy_ev": 22.395, "mol_weight_g_mol": 405.97, "homo_energy_ev": -5.1, "lumo_ev": 2.63, "e_tot_ev": -54608.09917, "total_charge": -1, "orbital_gap_ev": 7.8}



# 2
{"formula": "C14H34CuN6O2STe", "method": "ωB97M-V with the def2-TZVPD basis set", "elements": ["Cu", "C", "C", "N", "C", "C", "S", "C", "C", "N", "H", "H", "H", "H", "H", "H", "H", "H", "H", "H", "H", "H", "H", "H", "N", "C", "C", "C", "C", "N", "C", "N", "N", "C", "O", "O", "H", "H", "H", "H", "H", "H", "H", "H", "H", "H", "H", "H", "H", "H", "C", "Te", "C", "H", "H", "H", "H", "H", "H"], "coordinates": [[-0.7351, 1.5501, -0.1487], [-3.0327, 2.9649, 1.3712], [-3.2800, 1.4655, 1.5562], [-2.7138, 0.6657, 0.4668], [-3.5230, 0.5426, -0.7454], [-3.5380, 1.7751, -1.6535], [-1.9109, 2.5375, -1.9970], [-2.1082, 4.1986, -1.2739], [-1.4774, 4.4019, 0.1091], [-1.6436, 3.2401, 0.9881], [-3.3181, 3.4922, 2.2848], [-3.6831, 3.3485, 0.5878], [-4.3565, 1.2960, 1.6742], [-2.7978, 1.1390, 2.4791], [-2.5012, -0.2629, 0.8033], [-4.5673, 0.2939, -0.5152], [-3.1096, -0.2970, -1.3090], [-4.1875, 2.5548, -1.2627], [-3.9582, 1.4830, -2.6152], [-3.1750, 4.4175, -1.2744], [-1.6545, 4.8943, -1.9778], [-1.9011, 5.3176, 0.5367], [-0.4056, 4.5639, -0.0080], [-1.0774, 3.3712, 1.8173], [1.4166, 1.6124, 0.1739], [1.8316, 0.2733, 0.6345], [3.3652, 0.0809, 0.5724], [4.0610, -0.5068, 1.8085], [4.4102, -1.9821, 1.6674], [3.2256, -2.8151, 1.4674], [2.6627, -3.6163, 2.3508], [3.2237, -3.9040, 3.5294], [1.4744, -4.1627, 2.0543], [1.0341, -0.7981, -0.1361], [1.4582, -1.9801, -0.1204], [-0.0222, -0.4268, -0.7103], [1.8253, 1.7855, -0.7401], [1.7934, 2.3244, 0.7893], [1.4864, 0.1802, 1.6706], [3.7858, 1.0727, 0.4008], [3.6306, -0.5106, -0.3073], [3.4567, -0.3432, 2.7062], [5.0018, 0.0211, 1.9710], [4.9895, -2.3265, 2.5206], [5.0465, -2.1271, 0.7940], [2.6601, -2.5632, 0.6335], [4.1455, -3.5805, 3.7552], [2.8328, -4.6134, 4.1248], [1.0607, -3.9800, 1.1557], [1.0565, -4.8607, 2.6429], [-0.1769, -0.9265, -3.7169], [-0.5441, -2.5984, -2.5006], [-1.2073, -3.7757, -4.1289], [0.4960, -1.2333, -4.5164], [0.2464, -0.1462, -3.0937], [-1.1343, -0.6161, -4.1357], [-1.9533, -3.2162, -4.6923], [-1.6315, -4.7019, -3.7488], [-0.3519, -3.9931, -4.7695]], "lowdin_spin": [0.001, 0.000, 0.000, 0.000, 0.002, 0.000, 0.000, 0.000, 0.000, 0.000, 0.000, 0.000, 0.000, 0.000, 0.000, 0.000, 0.006, 0.000, 0.000, 0.000, 0.000, 0.000, 0.000, 0.000, 0.000, 0.000, 0.000, 0.000, 0.000, 0.000, 0.000, 0.000, 0.000, 0.004, 0.019, 0.011, 0.000, 0.000, 0.000, 0.000, 0.000, 0.000, 0.000, 0.000, 0.000, 0.000, 0.000, 0.000, 0.000, 0.000, 0.068, 0.768, 0.071, 0.010, -0.001, 0.014, 0.010, 0.000, 0.015], "relative_energy_ev": 0.859, "mol_weight_g_mol": 541.68, "homo_energy_ev": [-12.2, -12.2], "lumo_ev": [-4.78, -8.24], "s_squared": 0.754, "e_tot_ev": -90861.30487, "multiplicity": 2, "total_charge": 2, "orbital_gap_ev": [7.4, 3.9]}



# 3
{"formula": "C14H34N2O4S", "method": "ωB97M-V with the def2-TZVPD basis set", "elements": ["C", "C", "N", "C", "C", "C", "C", "H", "H", "H", "H", "H", "H", "H", "H", "H", "H", "H", "H", "H", "H", "H", "C", "C", "N", "C", "C", "C", "C", "H", "H", "H", "H", "H", "H", "H", "H", "H", "H", "H", "H", "H", "H", "H", "C", "C", "O", "S", "O", "O", "O", "H", "H", "H", "H"], "coordinates": [[-3.2619, 0.8565, 1.5328], [-3.0369, 2.3098, 1.1402], [-1.7321, 2.6126, 0.6291], [-1.3709, 4.0204, 0.7287], [-2.2561, 5.0062, -0.0658], [-1.3491, 1.9317, -0.6212], [-0.2526, 0.9242, -0.2778], [-4.1002, 0.7269, 2.2136], [-2.3343, 0.4205, 1.9084], [-3.5211, 0.2768, 0.6431], [-3.8647, 2.5450, 0.4440], [-3.3287, 2.8857, 2.0241], [-1.3462, 4.2450, 1.7973], [-0.3452, 4.1096, 0.3592], [-3.1819, 5.1922, 0.4751], [-1.6200, 5.8705, -0.2497], [-2.5462, 4.5819, -1.0292], [-1.0068, 2.5737, -1.4316], [-2.2737, 1.4262, -0.9214], [0.6873, 1.4821, -0.2030], [0.0004, 0.1568, -1.0221], [-0.3105, 0.3770, 0.6607], [4.9496, -1.9152, -1.3290], [3.7682, -2.3687, -0.4535], [3.6854, -1.5125, 0.7334], [2.7756, -0.3536, 0.4309], [3.1735, 0.8030, 1.3019], [2.9872, -2.2506, 1.8269], [3.9715, -3.2044, 2.5515], [4.7761, -0.9284, -1.7557], [5.0776, -2.5468, -2.2193], [5.9161, -2.0751, -0.8523], [2.8627, -2.2797, -1.0645], [3.9214, -3.4032, -0.1488], [2.8050, -0.0711, -0.6251], [1.7327, -0.6442, 0.6063], [2.3520, 1.5272, 1.3318], [3.2728, 0.5289, 2.3514], [4.0753, 1.2304, 0.8681], [2.1471, -2.8449, 1.4414], [2.5178, -1.5838, 2.5486], [4.8344, -2.6812, 2.9521], [4.0566, -4.1213, 1.9834], [3.3991, -3.3418, 3.4814], [-2.9702, -1.4181, -3.1564], [-2.2406, -2.1479, -2.0253], [-3.2790, -2.6740, -1.2199], [-4.7222, -1.9802, -1.6023], [-5.3134, -1.4613, -0.4069], [-5.4734, -2.9436, -2.3532], [-4.0748, -0.8234, -2.4821], [-3.1195, -2.1507, -3.9546], [-2.3559, -0.6481, -3.6173], [-1.6545, -1.3752, -1.5134], [-1.5027, -2.8717, -2.3639]], "lowdin_charge": [-0.079, -0.286, -0.206, -0.249, -0.082, -0.216, -0.101, 0.078, 0.071, 0.045, 0.117, 0.117, 0.111, 0.108, 0.065, 0.067, 0.068, 0.115, 0.099, 0.057, 0.058, 0.066, -0.089, -0.268, -0.166, -0.287, -0.085, -0.268, -0.078, 0.064, 0.066, 0.071, 0.108, 0.103, 0.109, 0.086, 0.061, 0.072, 0.079, 0.114, 0.103, 0.073, 0.060, 0.068, -0.185, -0.183, -0.179, 0.642, -0.223, -0.223, -0.173, 0.133, 0.135, 0.104, 0.135], "relative_energy_ev": 1.049, "mol_weight_g_mol": 326.50, "homo_energy_ev": -8.1, "lumo_ev": 0.42, "e_tot_ev": -37071.95310, "orbital_gap_ev": 8.6}



# 4
{"formula": "C14H34NO2P2PtSi", "method": "ωB97M-V with the def2-TZVPD basis set", "elements": ["C", "C", "N", "C", "C", "C", "C", "P", "Pt", "P", "C", "O", "O", "H", "H", "H", "C", "C", "H", "H", "H", "H", "C", "C", "H", "H", "H", "H", "H", "H", "H", "H", "H", "H", "H", "H", "H", "H", "H", "H", "H", "H", "C", "Si", "C", "C", "H", "H", "H", "H", "H", "H", "H", "H", "H"], "coordinates": [[0.8058, -1.5424, -4.2739], [0.8335, -1.6358, -2.8846], [-0.3310, -1.7641, -2.2083], [-1.5366, -1.6287, -2.8075], [-1.5881, -1.5627, -4.1912], [-0.4167, -1.5620, -4.9428], [2.1165, -1.5827, -2.0658], [1.8768, -1.2988, -0.2572], [-0.2473, -1.9211, -0.1492], [-2.3423, -1.1827, -0.1683], [-2.7583, -1.5539, -1.9041], [2.0754, 3.8000, -4.2340], [0.0408, 1.9399, -1.2363], [1.7424, -1.4474, -4.8306], [-2.5596, -1.4898, -4.6756], [-0.4512, -1.5283, -6.0352], [3.0771, -2.1764, 0.7436], [2.1751, 0.4190, 0.1458], [-3.4269, -0.7493, -2.2263], [-3.3344, -2.4879, -1.8986], [2.7507, -0.8194, -2.4201], [2.6510, -2.5545, -2.0972], [-3.4688, -1.8945, 1.0170], [-2.3752, 0.5954, 0.0729], [0.3772, 2.4048, 2.2902], [0.2619, 2.8714, -1.0580], [2.3845, 4.2617, -4.9987], [2.8727, 3.4004, -3.8631], [-0.1622, -1.8789, 1.4659], [-0.0435, 1.8743, -2.2412], [4.0689, -1.7858, 0.4769], [2.8586, -1.9569, 1.7960], [2.9988, -3.2503, 0.5606], [3.1701, 0.6701, -0.2337], [1.4276, 1.0766, -0.3194], [2.1467, 0.5382, 1.2376], [-3.1253, 0.9802, -0.6241], [-2.6746, 0.7957, 1.1085], [-1.4021, 1.0594, -0.1475], [-4.4823, -1.5760, 0.7449], [-3.3963, -2.9907, 1.0190], [-3.2087, -1.5036, 2.0124], [1.7784, 2.1340, 4.5505], [0.1426, 1.8606, 3.6612], [-0.1656, 0.0306, 3.6743], [-1.4481, 2.6722, 4.2286], [2.3864, 1.2277, 4.4416], [1.6344, 2.3392, 5.6164], [2.3074, 2.9767, 4.0839], [-0.3568, -0.3135, 4.7035], [-1.0365, -0.2532, 3.0731], [0.6917, -0.5375, 3.2968], [-1.3096, 3.2340, 5.1537], [-1.7835, 3.3549, 3.4423], [-2.2215, 1.9113, 4.3754]], "lowdin_spin": [0.475, 0.539, 0.217, 0.539, 0.460, 0.214, 0.114, 0.214, 0.525, 0.218, 0.120, 0.000, 0.002, 0.023, 0.022, 0.004, 0.055, 0.021, 0.018, 0.026, 0.015, 0.026, 0.054, 0.022, 0.000, 0.000, 0.000, 0.000, 0.031, 0.000, 0.011, 0.000, 0.004, 0.004, 0.001, 0.001, 0.003, 0.001, 0.003, 0.011, 0.005, 0.000, 0.000, 0.000, 0.000, 0.000, 0.000, 0.000, 0.000, 0.000, 0.000, 0.000, 0.000, 0.000, 0.000], "relative_energy_ev": 0.854, "mol_weight_g_mol": 533.54, "homo_energy_ev": [-7.5, -12.2], "lumo_ev": [-2.63, -5.69], "s_squared": 6.028, "e_tot_ev": -50345.66222, "multiplicity": 5, "total_charge": 1, "orbital_gap_ev": [4.8, 6.5]}